# 1
9 unconnected molecules or ions with the total composition C42H102N5O7P in a non-equilibrium geometry. Source: the OMol25 dataset; level of theory: ωB97M-V/def2-TZVPD.

DFT total energy, eV: -76279.46865
SMILES string: COP(=O)(OC)OC.CCN(CC)CC.CCN(CC)CC.CCN(CC)CC.CCN(CC)CC.CCN(CC)CC.CC(C)=O.CC(C)=O.CC(C)=O
Frontier orbital gap, eV: 8.2
2S+1: 1

Cartesian coordinates (Å):
C: 2.38 1.47 6.76
O: 1.85 1.21 5.42
P: 0.75 2.22 4.90
O: 1.12 3.58 4.69
O: 0.29 1.52 3.52
C: -0.17 0.19 3.36
O: -0.42 2.07 5.94
C: -1.50 3.01 5.87
H: 1.53 1.60 7.44
H: 2.92 2.40 6.70
H: 2.97 0.55 7.08
H: -0.39 -0.05 2.31
H: -1.14 0.11 3.90
H: 0.51 -0.57 3.80
H: -1.95 3.05 6.89
H: -2.27 2.71 5.12
H: -1.10 4.00 5.65
C: -1.51 -4.47 -5.53
C: -1.48 -4.88 -4.07
N: -0.21 -5.50 -3.70
C: 0.15 -5.27 -2.31
C: -0.97 -5.57 -1.30
C: -0.15 -6.92 -4.06
C: 1.29 -7.46 -4.18
H: -1.27 -5.30 -6.22
H: -0.73 -3.74 -5.75
H: -2.50 -4.02 -5.77
H: -1.68 -4.00 -3.46
H: -2.30 -5.59 -3.89
H: 0.95 -6.00 -2.13
H: 0.58 -4.29 -2.18
H: -0.56 -5.76 -0.33
H: -1.67 -4.74 -1.26
H: -1.48 -6.44 -1.70
H: -0.57 -6.90 -5.04
H: -0.75 -7.65 -3.42
H: 1.31 -8.52 -3.96
H: 1.99 -7.00 -3.48
H: 1.69 -7.31 -5.19
C: 6.60 1.81 0.84
C: 5.26 2.45 0.57
N: 4.45 2.76 1.76
C: 4.08 1.59 2.65
C: 3.24 0.45 2.06
C: 3.26 3.52 1.48
C: 3.57 4.95 1.10
H: 7.21 2.39 1.47
H: 7.08 1.73 -0.17
H: 6.47 0.78 1.21
H: 5.33 3.45 0.08
H: 4.67 1.77 -0.07
H: 5.03 1.21 2.98
H: 3.63 2.10 3.50
H: 3.80 0.04 1.20
H: 2.98 -0.34 2.78
H: 2.29 0.83 1.63
H: 2.54 3.55 2.31
H: 2.76 3.10 0.60
H: 2.75 5.60 1.24
H: 3.84 4.95 0.07
H: 4.39 5.36 1.67
C: -4.34 4.02 2.46
C: -3.50 4.85 1.51
N: -2.19 5.13 2.00
C: -1.76 6.40 1.30
C: -0.41 6.82 1.86
C: -1.27 4.01 2.08
C: -0.88 3.48 0.74
H: -5.33 3.74 2.05
H: -4.60 4.65 3.31
H: -3.79 3.15 2.82
H: -3.48 4.35 0.55
H: -4.11 5.81 1.36
H: -1.78 6.10 0.24
H: -2.51 7.16 1.48
H: -0.33 6.54 2.90
H: 0.42 6.35 1.35
H: -0.31 7.91 1.78
H: -1.74 3.28 2.73
H: -0.45 4.34 2.73
H: -0.20 2.63 0.93
H: -0.30 4.24 0.19
H: -1.72 3.12 0.13
C: -3.53 0.35 1.32
C: -3.81 -0.44 0.05
N: -4.89 0.14 -0.77
C: -5.06 -0.71 -1.99
C: -6.13 -0.18 -2.88
C: -4.71 1.53 -1.06
C: -3.60 1.98 -2.02
H: -2.93 -0.24 2.06
H: -4.52 0.56 1.77
H: -3.01 1.33 1.16
H: -2.90 -0.47 -0.54
H: -4.10 -1.45 0.36
H: -5.49 -1.69 -1.65
H: -4.04 -0.82 -2.34
H: -6.30 -0.79 -3.77
H: -5.98 0.85 -3.14
H: -7.05 -0.14 -2.25
H: -5.64 1.95 -1.40
H: -4.47 2.04 -0.13
H: -3.73 3.03 -2.14
H: -2.61 1.78 -1.72
H: -3.82 1.49 -2.98
C: 0.17 -0.42 -5.28
C: 1.44 0.12 -4.60
N: 1.23 0.90 -3.40
C: 0.60 2.23 -3.71
C: 0.41 3.09 -2.50
C: 2.50 1.05 -2.62
C: 3.28 -0.22 -2.40
H: -0.41 -1.17 -4.65
H: 0.32 -0.88 -6.29
H: -0.64 0.32 -5.52
H: 1.95 -0.81 -4.30
H: 2.01 0.65 -5.42
H: 1.22 2.71 -4.51
H: -0.38 2.00 -4.17
H: -0.14 3.99 -2.73
H: -0.17 2.48 -1.78
H: 1.36 3.36 -2.01
H: 2.33 1.59 -1.67
H: 3.24 1.71 -3.21
H: 3.93 -0.02 -1.62
H: 3.80 -0.60 -3.27
H: 2.68 -1.04 -2.06
C: 4.04 -4.05 -1.62
C: 3.51 -4.63 -0.31
C: 4.23 -4.34 0.98
O: 2.50 -5.29 -0.23
H: 3.40 -4.34 -2.43
H: 5.04 -4.50 -1.71
H: 4.19 -2.96 -1.58
H: 5.23 -3.87 0.82
H: 4.30 -5.28 1.46
H: 3.59 -3.78 1.62
C: -3.06 -2.95 3.39
C: -1.67 -3.27 2.98
C: -0.82 -3.71 4.16
O: -1.25 -3.19 1.86
H: -3.61 -3.86 3.70
H: -3.68 -2.44 2.64
H: -3.14 -2.22 4.20
H: -0.15 -4.54 3.90
H: -1.46 -4.01 5.03
H: -0.09 -2.93 4.51
C: -0.79 -1.62 -1.90
C: -0.01 -1.33 -0.66
C: 0.89 -2.43 -0.09
O: -0.12 -0.26 -0.08
H: -1.00 -0.66 -2.42
H: -1.77 -2.11 -1.68
H: -0.20 -2.29 -2.56
H: 1.61 -2.78 -0.88
H: 0.29 -3.33 0.14
H: 1.45 -2.05 0.74


# 2
A molecular structure, C42H104F6N9O16PtS2 in a non-equilibrium geometry. Source: the OMol25 dataset; level of theory: ωB97M-V/def2-TZVPD.

Expectation value of S²: 2.00
DFT total energy, eV: -132610.63163
Charge: +1
Frontier orbital gap (alpha / beta), eV: 6.4 / 3.7
2S+1: 3

Cartesian coordinates (Å):
Pt: -0.36 1.74 -2.26
C: -3.19 -1.47 -0.68
F: -3.19 -2.18 0.45
F: -3.93 -2.13 -1.63
F: -3.77 -0.30 -0.40
S: -1.42 -1.17 -1.38
O: -0.71 -2.38 -0.94
O: -1.55 -0.99 -2.83
N: -0.85 0.36 -0.71
S: -0.26 -0.01 0.72
O: -1.04 -0.91 1.55
O: 1.17 -0.25 0.65
C: -0.40 1.70 1.58
F: 0.23 2.62 0.80
F: -1.74 2.06 1.65
F: 0.13 1.72 2.79
C: 3.26 3.64 2.84
C: 4.73 4.01 2.65
C: 5.64 3.12 3.67
O: 5.30 3.64 4.98
C: 6.29 3.47 5.94
N: 5.17 3.85 1.31
H: 2.91 4.04 3.80
H: 3.17 2.58 3.08
H: 2.57 3.83 2.02
H: 4.84 5.07 2.86
H: 6.71 3.27 3.54
H: 5.56 2.05 3.51
H: 7.22 3.99 5.71
H: 6.45 2.41 6.15
H: 5.93 3.95 6.86
H: 6.15 4.09 1.25
H: 4.71 4.44 0.63
C: -6.76 -4.15 -2.62
C: -5.61 -4.39 -3.55
C: -4.45 -5.20 -2.86
O: -3.44 -5.40 -3.89
C: -2.28 -4.74 -3.69
N: -6.11 -5.11 -4.67
H: -7.16 -5.11 -2.27
H: -7.44 -3.63 -3.28
H: -6.41 -3.52 -1.80
H: -5.28 -3.42 -3.90
H: -4.77 -6.17 -2.46
H: -4.20 -4.70 -1.92
H: -1.77 -4.93 -2.75
H: -2.39 -3.66 -3.68
H: -1.61 -5.16 -4.44
H: -5.25 -5.40 -5.12
H: -6.46 -4.35 -5.23
C: -2.26 3.34 4.67
C: -3.80 3.48 4.73
C: -4.18 5.06 4.68
O: -3.39 5.74 5.62
C: -3.54 7.12 5.67
N: -4.41 2.77 3.61
H: -1.91 2.31 4.73
H: -1.78 3.75 5.56
H: -1.79 3.86 3.84
H: -4.13 3.04 5.67
H: -5.23 5.23 4.94
H: -4.03 5.38 3.65
H: -4.60 7.28 5.85
H: -3.19 7.48 4.70
H: -2.93 7.45 6.51
H: -4.17 1.79 3.62
H: -3.94 3.03 2.75
C: -10.72 -0.93 0.79
C: -9.54 -1.32 1.77
C: -8.64 -0.08 2.00
O: -8.46 0.62 0.80
C: -7.19 1.24 0.63
N: -10.18 -1.75 2.97
H: -11.27 -0.04 1.12
H: -11.43 -1.75 0.72
H: -10.38 -0.69 -0.22
H: -9.03 -2.14 1.25
H: -7.74 -0.55 2.42
H: -9.00 0.64 2.73
H: -6.33 0.59 0.46
H: -6.99 1.97 1.40
H: -7.38 1.85 -0.26
H: -9.62 -2.52 3.31
H: -11.09 -2.13 2.76
C: 2.58 2.36 -1.26
O: 1.76 1.55 -2.08
C: 2.30 1.30 -3.33
C: 1.32 0.58 -4.24
N: 0.27 1.54 -4.48
C: -0.95 0.95 -5.25
C: -2.30 1.63 -4.78
O: -2.30 1.70 -3.31
C: -3.65 1.86 -2.81
H: 3.66 2.23 -1.39
H: 2.43 2.08 -0.22
H: 2.32 3.42 -1.32
H: 3.26 0.81 -3.19
H: 2.67 2.18 -3.86
H: 0.97 -0.35 -3.80
H: 1.94 0.34 -5.11
H: 0.70 2.16 -5.15
H: -1.05 -0.14 -5.15
H: -0.80 1.14 -6.31
H: -3.03 0.92 -5.17
H: -2.52 2.57 -5.27
H: -4.12 0.88 -2.89
H: -4.30 2.52 -3.39
H: -3.73 2.02 -1.73
C: 4.52 -1.55 -0.54
O: 5.62 -0.95 0.18
C: 5.91 0.41 -0.14
C: 7.01 0.97 0.88
N: 8.02 -0.09 1.00
C: 9.11 -0.05 0.01
C: 10.16 -1.26 0.11
O: 9.48 -2.40 -0.21
C: 10.08 -3.66 0.07
H: 3.62 -1.00 -0.27
H: 4.24 -2.60 -0.38
H: 4.58 -1.37 -1.61
H: 4.94 0.89 0.01
H: 6.24 0.46 -1.18
H: 6.50 1.03 1.84
H: 7.42 1.96 0.65
H: 7.58 -0.95 0.72
H: 9.53 0.95 -0.07
H: 8.61 -0.08 -0.96
H: 10.46 -1.38 1.15
H: 11.12 -1.07 -0.37
H: 9.48 -4.52 -0.22
H: 10.40 -3.73 1.11
H: 10.97 -3.66 -0.56
C: 2.65 -0.48 3.39
O: 1.22 -0.65 3.63
C: 0.89 -0.58 5.02
C: -0.57 -0.70 5.38
N: -1.39 -1.81 4.85
C: -2.72 -1.72 5.38
C: -3.47 -0.39 5.08
O: -3.65 -0.13 3.66
C: -4.81 -0.79 2.95
H: 3.11 -1.46 3.49
H: 3.14 0.13 4.15
H: 2.75 -0.07 2.39
H: 1.28 0.38 5.37
H: 1.47 -1.37 5.49
H: -1.00 0.28 5.16
H: -0.58 -0.78 6.47
H: -1.54 -1.41 3.93
H: -2.71 -2.00 6.43
H: -3.26 -2.49 4.83
H: -2.89 0.45 5.45
H: -4.44 -0.33 5.57
H: -5.78 -0.69 3.45
H: -4.53 -1.84 2.93
H: -4.91 -0.47 1.92
C: 5.59 0.67 -5.34
O: 4.41 -0.08 -5.70
C: 4.62 -0.77 -6.95
C: 3.26 -1.53 -7.20
N: 3.11 -2.61 -6.26
C: 1.87 -3.39 -6.21
C: 1.80 -3.98 -4.81
O: 1.39 -2.85 -4.02
C: 2.05 -2.78 -2.71
H: 6.45 0.02 -5.17
H: 5.44 1.13 -4.36
H: 5.96 1.47 -5.98
H: 5.46 -1.48 -6.92
H: 4.93 -0.13 -7.77
H: 3.19 -1.89 -8.22
H: 2.37 -0.91 -7.12
H: 3.23 -2.18 -5.36
H: 1.94 -4.21 -6.92
H: 1.01 -2.75 -6.42
H: 2.75 -4.37 -4.45
H: 1.10 -4.78 -4.58
H: 1.64 -1.90 -2.21
H: 3.12 -2.64 -2.82
H: 2.00 -3.66 -2.07